1.
Computed, not measured: C23H27BClN6O5RuS2 as an isolated structure, with the ωB97M-V functional and the def2-TZVPD basis.

The geometry in XYZ format:
```
66
Properties=species:S:1:pos:R:3:mulliken_spin:R:1
Ru -0.236 0.640 -0.345 2.891
Cl -2.290 -3.284 5.684 0.004
C -1.721 -2.213 4.452 0.023
C -1.058 -1.031 4.810 -0.014
C -0.602 -0.160 3.849 0.018
C -0.793 -0.436 2.489 0.024
O -0.361 0.448 1.604 0.207
C -1.445 -1.626 2.134 -0.026
C -1.653 -2.003 0.764 0.018
O -1.326 -1.361 -0.236 0.106
C -1.904 -2.508 3.130 -0.014
H -0.905 -0.811 5.859 0.000
H -0.085 0.751 4.120 0.002
H -2.156 -2.966 0.600 0.009
H -2.400 -3.427 2.840 0.000
C -3.172 2.034 2.377 0.005
N -3.570 1.314 1.166 0.029
C -4.614 0.436 1.070 0.037
C -4.701 0.073 -0.236 0.015
N -3.722 0.728 -0.934 0.038
B -3.529 0.647 -2.512 -0.014
N -2.715 -0.663 -2.843 0.001
C -3.266 -1.893 -3.104 0.000
C -2.257 -2.775 -3.315 -0.004
N -1.086 -2.072 -3.181 -0.004
C 0.265 -2.635 -3.267 0.000
C -1.388 -0.795 -2.898 0.032
S -0.205 0.456 -2.661 0.121
C -3.038 1.493 -0.066 0.005
S -1.676 2.516 -0.403 0.197
H -3.611 1.526 3.232 0.001
H -3.534 3.059 2.336 -0.001
H -2.091 2.036 2.461 -0.005
H -5.210 0.158 1.923 0.003
H -5.404 -0.580 -0.724 0.003
H -4.625 0.527 -3.000 0.002
H -2.913 1.606 -2.873 0.000
H -4.332 -2.034 -3.153 0.001
H -2.269 -3.821 -3.566 0.000
H 0.176 -3.666 -3.594 0.000
H 0.743 -2.595 -2.290 -0.003
H 0.852 -2.078 -3.992 0.002
C 3.947 1.530 -2.893 0.005
C 4.318 2.245 -1.597 -0.001
C 3.869 1.497 -0.328 0.036
C 4.259 2.298 0.932 0.000
C 3.820 1.648 2.241 0.000
C 4.583 0.150 -0.285 -0.006
O 5.784 0.072 -0.271 0.001
N 3.805 -1.002 -0.266 0.009
C 2.426 -1.071 -0.295 0.008
O 1.830 -2.124 -0.336 0.006
N 1.776 0.147 -0.275 0.117
C 2.376 1.351 -0.350 0.015
O 1.607 2.323 -0.426 0.104
H 4.286 2.103 -3.755 0.000
H 2.865 1.406 -2.991 0.000
H 4.413 0.543 -2.954 -0.001
H 3.871 3.238 -1.565 0.001
H 5.400 2.360 -1.526 0.000
H 3.819 3.290 0.831 0.000
H 5.344 2.406 0.907 0.000
H 2.734 1.526 2.288 -0.001
H 4.116 2.266 3.088 0.000
H 4.281 0.667 2.377 0.000
H 4.299 -1.884 -0.261 -0.001
```

HOMO energy (spin up / spin down) in eV: -11.57 / -11.59
Total charge: +1
Multiplicity: 5
Gap between HOMO and LUMO (spin up / spin down) in Eh: 0.269 / 0.229

2.
Computed, not measured: a 2-piece molecular cluster, C23H27BF6O2S3 overall at a distorted geometry, with the ωB97M-V functional and the def2-TZVPD basis.

The geometry in XYZ format:
```
62
Properties=species:S:1:pos:R:3:lowdin_charge:R:1
C -4.383 -4.072 0.741 -0.106
C -3.620 -2.804 0.711 -0.578
C -3.538 -1.849 1.722 -0.122
C -2.943 -0.634 1.293 -0.103
C -2.551 -0.652 -0.038 -0.457
B 1.744 -0.227 0.163 -1.024
C -2.136 0.453 -0.838 -0.218
C -1.960 0.294 -2.239 0.011
C -1.912 1.424 -3.033 -0.105
C -1.801 1.291 -4.527 -0.505
F -0.923 2.217 -5.030 0.117
F -1.347 0.067 -4.927 0.122
F -3.007 1.498 -5.152 0.122
C -2.099 2.693 -2.503 0.044
C -2.182 2.829 -1.126 -0.154
C -2.403 4.213 -0.579 -0.512
F -2.323 4.288 0.780 0.123
F -1.458 5.074 -1.081 0.110
F -3.629 4.715 -0.939 0.123
C -2.091 1.746 -0.272 0.021
O 1.774 0.224 1.461 0.111
C 1.909 -0.972 2.270 -0.424
C 3.290 -0.814 2.899 -0.024
C 0.900 -0.999 3.405 -0.010
C 1.710 -2.185 1.224 -0.441
C 2.975 -3.011 1.023 -0.014
C 0.561 -3.154 1.484 -0.016
O 1.393 -1.551 -0.023 0.071
S -2.768 -2.263 -0.693 1.099
H -5.060 -4.073 1.593 0.083
H -4.962 -4.187 -0.177 0.077
H -3.715 -4.931 0.828 0.080
H -3.907 -2.035 2.721 0.109
H -2.785 0.232 1.917 0.108
H -1.917 -0.689 -2.706 0.114
H -2.168 3.561 -3.140 0.143
H -2.139 1.908 0.805 0.132
H 3.538 -1.635 3.585 0.091
H 4.085 -0.697 2.151 0.091
H 3.296 0.105 3.500 0.097
H 1.141 -1.855 4.054 0.098
H 0.962 -0.090 4.011 0.095
H -0.136 -1.119 3.071 0.080
H 3.280 -3.457 1.980 0.095
H 2.763 -3.839 0.334 0.092
H 3.797 -2.434 0.577 0.095
H 0.690 -3.688 2.435 0.095
H -0.416 -2.655 1.463 0.071
H 0.538 -3.909 0.684 0.095
C 3.695 2.875 -1.259 -0.296
C 2.257 3.219 -1.643 -0.459
S 0.945 2.380 -0.707 0.958
C 1.072 0.690 -0.985 -0.651
S 2.757 0.292 -1.620 1.074
C 3.847 1.461 -0.745 -0.426
H 4.355 3.006 -2.117 0.109
H 4.023 3.589 -0.500 0.112
H 2.101 4.276 -1.374 0.080
H 2.061 3.124 -2.710 0.076
H 0.256 0.245 -1.531 0.050
H 4.844 1.093 -1.014 0.087
H 3.721 1.398 0.344 0.085
```

HOMO energy in eV: -7.65
Total charge: 0
Gap between HOMO and LUMO in Eh: 0.273

3.
Computed, not measured: C23H27Br4N4O3Sn as an isolated structure, with the ωB97M-V functional and the def2-TZVPD basis.

The geometry in XYZ format:
```
62
Properties=species:S:1:pos:R:3:lowdin_charge:R:1
Sn 0.740 0.794 0.920 1.231
Br -1.160 6.321 -3.280 0.653
C -0.214 4.851 -2.554 -0.778
C 1.089 4.583 -2.934 -0.773
Br 1.967 5.688 -4.196 0.660
C 1.763 3.482 -2.380 -0.644
Br 3.538 3.048 -2.868 0.716
C 1.164 2.629 -1.439 -0.455
O 1.750 1.606 -0.907 -0.292
C -0.186 2.909 -1.045 -0.401
O -0.727 2.078 -0.162 -0.324
C -0.834 4.004 -1.611 -0.626
Br -2.631 4.322 -1.074 0.716
C 0.365 -1.112 -0.212 -0.280
H -0.321 -0.962 -1.043 0.049
H 1.329 -1.300 -0.684 0.040
C -4.687 -1.357 -0.877 -0.060
C -3.668 -2.296 -0.277 -0.282
C -4.052 -3.587 0.084 -0.054
C -3.100 -4.467 0.577 -0.288
C -3.478 -5.881 0.944 -0.062
C -1.778 -4.059 0.721 -0.015
C -1.359 -2.745 0.424 -0.196
C -2.358 -1.882 -0.100 -0.002
N -0.051 -2.323 0.531 -0.086
C 0.995 -3.110 1.238 -0.546
C 1.505 -4.237 0.330 -0.034
C 0.520 -3.644 2.599 -0.038
C 2.197 -2.213 1.584 -0.086
H -5.265 -1.863 -1.654 0.073
H -4.210 -0.481 -1.316 0.071
H -5.399 -1.011 -0.121 0.066
H -5.080 -3.914 -0.057 0.104
H -4.498 -6.111 0.631 0.066
H -3.416 -6.034 2.025 0.075
H -2.806 -6.603 0.475 0.075
H -1.064 -4.805 1.036 0.078
H -2.099 -0.870 -0.378 0.086
H 0.716 -4.933 0.041 0.068
H 2.298 -4.802 0.833 0.082
H 1.921 -3.805 -0.585 0.085
H -0.272 -4.388 2.548 0.055
H 0.167 -2.811 3.213 0.069
H 1.374 -4.105 3.104 0.084
H 2.710 -1.818 0.708 0.074
H 2.914 -2.818 2.142 0.084
H 1.897 -1.378 2.226 0.031
C -4.950 0.729 3.264 -0.037
N -3.563 0.375 3.091 -0.096
C -2.747 -0.306 4.072 -0.040
C -1.360 -0.223 3.419 -0.478
O -0.363 -0.707 3.910 0.023
N -1.466 0.463 2.221 0.077
C -2.755 0.813 2.101 -0.411
N -3.202 1.519 1.079 0.217
H -5.405 0.033 3.966 0.090
H -5.489 0.643 2.319 0.080
H -5.080 1.746 3.652 0.092
H -3.050 -1.344 4.215 0.134
H -2.734 0.208 5.037 0.132
H -2.462 1.944 0.476 0.050
H -4.121 1.919 1.094 0.097
```

HOMO energy in eV: -3.69
Total charge: -1
Gap between HOMO and LUMO in Eh: 0.211

4.
Computed, not measured: C23H27BrN3O8Re as an isolated structure, with the ωB97M-V functional and the def2-TZVPD basis.

The geometry in XYZ format:
```
63
Properties=species:S:1:pos:R:3:mulliken_spin:R:1
Re 0.361 0.424 0.413 2.534
O -0.194 4.472 0.253 0.015
C -0.534 3.324 0.255 -0.005
O 0.253 2.337 -0.202 0.058
C -1.894 2.852 0.725 0.021
C -2.419 1.714 -0.155 0.017
C -3.895 1.453 0.102 -0.001
C -3.871 0.772 1.493 -0.004
C -2.389 0.766 1.824 -0.004
O -1.794 0.525 0.482 0.004
C -1.861 2.163 2.143 0.031
C -0.470 2.094 2.747 0.014
O -0.080 2.847 3.590 0.013
O 0.289 1.086 2.278 0.041
H -2.553 3.716 0.712 0.002
H -2.123 1.753 -1.198 -0.007
H -4.315 0.797 -0.657 0.001
H -4.455 2.387 0.093 0.000
H -4.252 -0.246 1.440 0.001
H -4.438 1.312 2.249 0.000
H -2.060 -0.009 2.503 -0.005
H -2.493 2.687 2.856 0.005
O 6.427 1.670 1.107 0.006
C 5.132 1.418 0.924 0.017
C 4.108 2.281 1.303 0.001
C 2.816 1.902 1.069 -0.003
N 2.468 0.724 0.483 -0.055
C 3.476 -0.087 0.110 0.012
Br 3.108 -1.708 -0.761 0.005
C 4.799 0.214 0.311 -0.006
H 6.563 2.523 1.541 0.000
H 4.303 3.232 1.780 0.001
H 2.010 2.550 1.366 0.017
H 5.572 -0.470 -0.004 0.000
C 0.761 -3.705 1.428 0.016
C -0.064 -2.464 1.737 -0.003
C 0.102 -2.086 3.202 0.003
C -1.525 -2.708 1.384 0.007
O 0.483 -1.422 0.904 0.202
H 0.407 -4.550 2.020 0.001
H 1.812 -3.532 1.662 -0.002
H 0.682 -3.969 0.371 -0.002
H -0.128 -2.938 3.842 -0.002
H -0.550 -1.262 3.485 0.001
H 1.130 -1.776 3.391 0.002
H -1.896 -3.582 1.920 -0.002
H -1.642 -2.895 0.314 0.002
H -2.152 -1.857 1.649 0.005
N -0.443 -2.414 -6.170 0.001
C -0.660 -1.156 -5.724 0.000
O -1.134 -0.268 -6.396 0.004
C -0.301 -0.875 -4.279 0.019
C -0.236 -1.840 -3.286 -0.012
C 0.027 -1.458 -1.987 0.004
N 0.228 -0.175 -1.645 -0.023
C 0.193 0.764 -2.618 0.034
C -0.076 0.448 -3.929 -0.013
H -0.647 -2.604 -7.138 0.000
H 0.093 -3.089 -5.656 0.000
H -0.410 -2.888 -3.489 0.000
H 0.083 -2.170 -1.178 0.024
H 0.392 1.779 -2.306 0.008
H -0.124 1.220 -4.685 0.001
```

HOMO energy (spin up / spin down) in eV: -11.29 / -12.61
Total charge: +1
Multiplicity: 4
Gap between HOMO and LUMO (spin up / spin down) in Eh: 0.291 / 0.308

Q: Which ΔE to the lowest compared entry with this formula, charge and spin values were calculated for the entries above? A: 0.0, 0.0, 0.0, 0.0, in kcal per mole.